[1]
C20H39N2O2OsP3S | ωB97M-V/def2-TZVPD

Atoms and positions in Å:
P (3.287, -1.466, 0.533)
C (4.090, -1.521, 2.161)
H (5.174, -1.547, 1.990)
H (3.789, -2.405, 2.734)
H (3.833, -0.610, 2.715)
C (4.000, -2.970, -0.212)
H (3.844, -2.967, -1.303)
H (3.522, -3.854, 0.228)
H (5.085, -3.010, -0.015)
C (4.363, -0.200, -0.268)
H (5.389, -0.326, 0.113)
H (4.024, 0.815, -0.022)
H (4.366, -0.339, -1.358)
P (-1.203, 3.748, -0.937)
C (-1.282, 4.254, 0.786)
H (-1.534, 5.319, 0.823)
H (-0.321, 4.098, 1.282)
H (-2.047, 3.681, 1.317)
C (-0.071, 4.873, -1.787)
H (-0.067, 4.638, -2.857)
H (0.942, 4.722, -1.395)
H (-0.385, 5.914, -1.624)
C (-2.841, 3.985, -1.660)
H (-3.082, 5.056, -1.667)
H (-3.579, 3.450, -1.052)
H (-2.869, 3.585, -2.681)
P (-1.823, -3.131, 0.437)
C (-2.499, -3.098, 2.155)
H (-3.339, -3.800, 2.227)
H (-2.854, -2.085, 2.376)
H (-1.717, -3.367, 2.873)
C (-3.433, -3.023, -0.436)
H (-4.137, -3.744, 0.009)
H (-3.293, -3.223, -1.511)
H (-3.830, -2.001, -0.316)
C (-1.545, -4.948, 0.299)
H (-2.499, -5.475, 0.407)
H (-0.837, -5.262, 1.071)
H (-1.111, -5.148, -0.686)
Os (-0.415, 1.331, -1.367)
C (0.988, 1.783, -0.089)
O (1.790, 2.037, 0.719)
C (-1.697, 0.818, 0.004)
O (-2.428, 0.493, 0.864)
C (-1.602, 0.727, -3.081)
C (-1.121, -0.400, -2.411)
C (0.250, -0.514, -2.130)
C (1.130, 0.483, -2.561)
C (0.649, 1.603, -3.244)
C (-0.716, 1.712, -3.514)
H (-2.685, 0.856, -3.220)
H (-1.812, -1.151, -2.034)
H (0.614, -1.376, -1.577)
H (2.185, 0.407, -2.316)
H (1.325, 2.424, -3.476)
H (-1.109, 2.607, -3.999)
S (1.025, -2.138, 1.365)
C (0.614, -1.289, 2.836)
N (1.308, -1.368, 3.976)
C (0.764, -0.509, 5.014)
C (-0.489, 0.057, 4.377)
N (-0.453, -0.489, 3.038)
H (2.133, -1.949, 4.085)
H (1.463, 0.301, 5.247)
H (0.577, -1.091, 5.921)
H (-0.438, 1.151, 4.344)
H (-1.411, -0.239, 4.884)
H (-1.168, -0.305, 2.340)

spin multiplicity: 5
total charge: +4
⟨S²⟩: 6.021
HOMO level (alpha / beta): -17.4 / -20.4 eV
orbital gap (alpha / beta): 0.209 / 0.147 Ha
LUMO energy (alpha / beta): -11.7 / -16.4 eV

Per-atom natural (NBO) charges, elementary charge units: 1.13 -0.96 0.29 0.25 0.25 -0.96 0.26 0.27 0.29 -0.95 0.29 0.24 0.25 1.30 -0.99 0.32 0.27 0.27 -0.98 0.27 0.27 0.32 -0.98 0.31 0.28 0.26 1.23 -0.95 0.30 0.24 0.26 -0.96 0.31 0.27 0.25 -0.94 0.30 0.27 0.27 0.17 0.60 -0.36 0.58 -0.43 -0.24 -0.19 -0.17 -0.21 -0.21 -0.21 0.30 0.27 0.28 0.28 0.30 0.28 -0.10 0.34 -0.53 -0.24 -0.24 -0.57 0.45 0.24 0.26 0.23 0.24 0.42

***

[2]
C2H5ClFN | ωB97M-V/def2-TZVPD

Atoms and positions in Å:
N (2.280, -0.331, -0.006)
C (0.948, -0.787, -0.125)
C (-0.050, 0.210, 0.418)
F (0.102, 1.458, -0.190)
Cl (-1.666, -0.325, -0.057)
H (2.146, 0.215, 0.828)
H (2.556, 0.246, -0.780)
H (0.595, -1.065, -1.136)
H (0.725, -1.645, 0.507)
H (0.025, 0.443, 1.546)

total charge: 0
SMILES: NC[C@@H](F)Cl
HOMO level: -9.9 eV
orbital gap: 0.401 Ha
LUMO energy: 1.0 eV

Per-atom natural (NBO) charges, elementary charge units: -0.80 -0.27 0.18 -0.37 -0.04 0.35 0.37 0.21 0.20 0.18

***

Calculated calculated total energy (hartree), listed in the same order as above: -2556.770690 -693.998514
Calculated energy relative to the best compared isomer or geometry (same formula, charge and spin) (eV), listed in the same order as above: 0.317 0.312
Calculated maximum force (eV Å⁻¹), listed in the same order as above: 5.59 2.27